{"formula": "C31H26BaClN6O7S2Se2", "method": "ωB97M-V/def2-TZVPD", "species": ["C", "C", "H", "H", "H", "H", "C", "N", "Se", "C", "H", "O", "C", "O", "C", "C", "C", "H", "H", "H", "C", "O", "C", "H", "C", "H", "H", "C", "C", "C", "C", "C", "C", "H", "N", "H", "N", "H", "C", "N", "H", "H", "C", "H", "C", "H", "O", "C", "C", "H", "S", "C", "H", "C", "O", "C", "C", "N", "Cl", "H", "Se", "H", "H", "H", "N", "O", "C", "S", "C", "H", "Ba", "H", "C", "C", "O", "C"], "positions_angstrom": [[-3.2184, 2.4404, 2.5891], [-1.8419, 0.3315, -1.2187], [1.9768, 3.3568, -0.8365], [1.1614, 4.1694, 4.3304], [4.4092, 5.3940, 3.8022], [1.2158, -5.4078, -2.4564], [-3.9581, 0.1103, -2.2831], [0.2201, 2.4587, -1.4192], [-0.7228, -5.0178, -0.2347], [-2.7438, -3.3536, 1.6364], [-1.7611, 3.4113, -3.9522], [1.3036, 0.2238, -2.9382], [3.0368, 3.8265, 3.3851], [1.3318, -0.4863, 2.1873], [1.1607, 4.3498, -2.5482], [-3.6385, -3.6038, 2.6733], [-2.6668, 3.2781, 3.5469], [1.7197, -4.1371, -4.5365], [-4.2900, 2.2847, 2.5310], [-4.4117, 4.4018, 4.0097], [3.8539, 4.6301, 4.3571], [2.7675, -1.5806, -2.4469], [0.0857, 4.3537, -3.4261], [-4.9375, -0.2594, -2.5533], [0.6843, -4.4969, -2.6980], [-0.9125, -0.9614, 2.8236], [4.5865, 3.9690, 4.8326], [0.2449, -2.6331, -4.1315], [-0.9085, 3.4108, -3.2856], [0.9722, 2.9539, 2.5491], [-3.0892, -0.3886, -1.3587], [-0.8181, 2.4443, -2.2768], [-0.5267, 2.7949, 2.5967], [-4.3789, -4.3860, 2.5754], [-1.0555, 1.9847, 1.6817], [-3.3244, -1.2764, -0.7836], [1.3253, -2.4531, 0.5266], [-2.7673, 1.1767, 0.8969], [1.1737, 3.3833, -1.5623], [-0.9759, -2.8972, -2.1041], [0.4443, -2.0497, -5.0197], [3.5541, 5.7829, 5.8996], [-1.8586, 1.3916, -2.0906], [-0.8529, 4.1305, 4.2671], [1.6659, 3.6987, 3.5015], [-3.9594, 3.2129, 5.2352], [3.0115, 5.2276, 5.3326], [3.6761, 3.1731, 2.3394], [0.9568, -3.7857, -3.8527], [-3.4438, 5.4127, 5.8407], [1.5559, -1.9686, 1.8965], [-1.2956, 3.4609, 3.5467], [0.0241, 5.0925, -4.2167], [-2.3809, 1.8206, 1.6794], [2.9648, 0.4640, -1.2372], [-3.5619, 3.9629, 4.5417], [-2.5550, -1.8625, 3.8939], [-1.7980, -2.4253, 1.6938], [2.6855, -0.1461, -2.5795], [4.7501, 3.2385, 2.2084], [-2.9326, -4.4038, 0.0369], [3.3807, 1.8673, 0.6590], [-2.4337, -1.2466, 4.7752], [-4.2065, -3.0110, 4.6564], [1.5859, 2.3360, 1.5481], [-2.8353, 4.9588, 5.2500], [-0.7199, -2.2238, -3.2271], [-3.3270, 1.4940, -3.0629], [-1.7065, -1.7009, 2.8087], [1.9596, 5.0752, -2.6181], [0.6965, 0.0415, -0.2506], [-1.3097, -1.3279, -3.3864], [-0.2903, -3.9895, -1.8485], [2.9153, 2.4272, 1.4641], [3.6244, 0.3678, -3.5338], [-3.5395, -2.8349, 3.8208]], "forces_ev_per_angstrom": [[-0.1, 0.0, 0.0], [-0.6, 0.2, -0.3], [0.0, -0.1, 0.0], [0.0, 0.0, 0.0], [0.0, 0.0, 0.0], [0.0, 0.0, 0.0], [0.0, 0.0, 0.0], [-0.1, 0.6, -0.4], [-0.1, 0.2, -0.5], [0.1, 0.3, 0.1], [0.0, 0.0, 0.0], [1.3, -0.2, 0.0], [0.0, 0.0, 0.0], [0.2, -0.8, 0.6], [0.0, 0.0, 0.0], [0.0, 0.1, 0.0], [0.0, 0.1, 0.0], [0.0, 0.0, 0.0], [0.0, 0.0, 0.0], [0.0, 0.0, 0.0], [-0.1, 0.0, 0.1], [0.1, 0.7, -0.1], [0.0, 0.1, 0.0], [0.0, 0.0, 0.0], [0.1, 0.0, 0.1], [0.0, 0.0, 0.1], [0.0, 0.0, 0.0], [-0.1, 0.1, 0.0], [-0.1, 0.0, -0.1], [-0.4, -0.1, -0.1], [0.2, 0.2, -0.1], [-0.3, -0.3, 0.3], [0.4, -0.1, -0.1], [0.0, 0.0, 0.0], [-0.2, -0.1, 0.1], [0.0, -0.1, 0.0], [0.4, -0.4, 0.7], [0.0, 0.0, 0.0], [-0.4, -0.1, 0.0], [-0.1, 0.1, 0.2], [0.0, 0.0, 0.0], [0.0, 0.0, 0.0], [0.4, 0.4, 0.0], [0.0, 0.0, 0.0], [0.0, 0.0, 0.1], [0.0, 0.0, 0.0], [0.1, 0.0, 0.0], [0.1, 0.0, 0.0], [0.1, -0.1, -0.1], [0.1, 0.0, 0.0], [0.2, -0.2, 0.1], [-0.1, 0.1, 0.0], [0.0, 0.0, 0.0], [0.3, 0.0, -0.1], [0.7, -0.3, -1.7], [0.1, 0.0, 0.1], [0.0, 0.0, 0.0], [-0.2, -0.1, 0.0], [0.1, 0.2, 0.1], [0.0, 0.0, 0.0], [0.2, -0.2, 0.0], [0.0, 0.1, 0.0], [0.0, 0.0, 0.0], [0.0, 0.0, 0.0], [0.4, 0.0, -0.1], [-0.1, 0.0, 0.0], [0.0, -0.2, 0.1], [-0.1, 0.1, -0.1], [0.0, 0.0, -0.1], [0.0, 0.0, 0.0], [-1.7, 0.4, 0.8], [0.0, 0.0, 0.0], [-0.2, -0.1, 0.1], [-0.3, 0.0, 0.0], [-0.3, -0.2, 0.2], [0.0, 0.0, 0.0]], "total_charge": -1, "orbital_gap_ev": 6.354, "lumo_ev": 1.92, "homo_ev": -4.4, "relative_energy_kj_mol": 131.5}

***

{"formula": "C3H4CdLiO4", "method": "ωB97M-V/def2-TZVPD", "species": ["H", "C", "Cd", "H", "C", "O", "O", "Li", "O", "H", "O", "H", "C"], "positions_angstrom": [[-1.8666, -0.2685, -1.6057], [2.4859, -0.2688, 0.3284], [0.3839, 1.1784, 0.2939], [-2.3465, 0.9712, 1.1988], [-1.6390, 0.5929, 0.4491], [1.2873, -0.6881, 0.1996], [2.4548, 1.1037, 0.1063], [-0.1418, -1.8791, 0.3580], [-1.7612, -0.9023, 0.4235], [-3.4319, -0.1732, -0.6429], [3.5281, -0.7431, -0.1035], [3.3852, 1.2139, -0.3791], [-2.3382, -0.1371, -0.6264]], "forces_ev_per_angstrom": [[-0.2, 0.1, 0.3], [2.6, -1.3, -6.1], [-2.5, 2.1, 0.0], [0.5, 0.0, -0.2], [-1.3, -0.2, 0.2], [-0.4, -2.7, 2.1], [3.5, 2.2, -0.1], [0.1, -0.1, 0.1], [0.6, 0.1, 0.3], [0.4, 0.1, 0.0], [-0.7, -0.8, 2.6], [-2.5, 0.3, 1.5], [-0.2, 0.2, -0.6]], "total_charge": 1, "orbital_gap_ev": 9.889, "lumo_ev": -4.45, "homo_ev": -14.3, "relative_energy_kj_mol": 0.0}